Record 1
85
Properties=species:S:1:pos:R:3:forces:R:3:lowdin_charge:R:1 method="wB97M-V/def2-TZVPD" homo_lumo_gap_ev="7.96 / 8.07" lumo_ev="-1.831 / -1.899" total_charge=+1 spin_multiplicity=5
Fe -0.701 0.548 -1.063 0.26 -0.40 0.61 0.817
C -2.949 5.074 0.400 -0.07 0.00 -0.05 -0.062
C -2.232 4.380 -0.759 -0.03 -0.07 -0.05 -0.361
C -2.559 5.103 -2.071 0.02 -0.01 -0.04 -0.062
C -2.568 2.895 -0.842 -0.04 0.00 -0.03 -0.191
C -2.458 2.196 -2.052 -0.13 0.00 -0.05 -0.054
C -2.933 0.885 -2.186 0.06 0.03 0.09 -0.084
C -3.466 0.192 -1.091 -0.16 0.04 -0.04 -0.288
C -4.042 -1.190 -1.222 0.05 0.03 -0.01 -0.025
C -3.482 0.861 0.130 -0.03 0.05 0.06 -0.021
C -3.066 2.184 0.249 0.07 -0.04 0.09 -0.020
H -2.747 6.145 0.369 0.01 -0.03 0.01 0.085
H -2.632 4.707 1.375 0.03 -0.02 0.03 0.060
H -4.032 4.936 0.322 0.07 0.02 0.00 0.099
H -1.152 4.466 -0.593 -0.01 0.02 0.05 0.116
H -3.590 4.902 -2.378 0.07 0.04 0.03 0.097
H -1.898 4.811 -2.891 -0.06 0.01 0.06 0.072
H -2.450 6.180 -1.939 0.01 -0.04 -0.01 0.082
H -2.096 2.704 -2.938 0.02 -0.05 0.03 0.116
H -2.943 0.425 -3.166 0.07 -0.02 0.04 0.117
H -3.307 -1.942 -0.928 0.02 0.01 -0.01 0.080
H -4.335 -1.398 -2.251 0.03 0.00 0.04 0.089
H -4.919 -1.301 -0.582 0.05 0.02 -0.04 0.088
H -3.870 0.350 1.005 0.02 0.03 -0.03 0.129
H -3.149 2.665 1.216 0.00 -0.04 -0.06 0.116
C 3.754 -1.147 1.106 -0.01 -0.12 0.00 -0.055
O 3.474 -2.535 1.278 0.02 0.18 -0.19 -0.077
C 2.872 -2.949 2.426 0.08 0.00 0.04 -0.253
C 3.353 -4.139 2.964 0.06 -0.08 0.06 0.008
C 2.824 -4.655 4.131 -0.05 0.01 0.05 -0.064
C 1.794 -3.983 4.786 0.07 -0.05 -0.05 -0.073
C 1.284 -2.826 4.230 -0.07 0.01 0.00 -0.012
C 1.796 -2.305 3.041 -0.12 0.09 0.01 -0.177
N 1.207 -1.121 2.501 -0.06 -0.11 0.01 0.138
C 0.459 -1.076 1.347 0.02 -0.15 0.03 -0.346
N 0.505 -2.176 0.594 -0.10 0.02 -0.26 0.179
C -0.026 -2.422 -0.708 -0.01 0.04 0.17 -0.172
C -0.622 -1.465 -1.508 -0.12 0.05 -0.69 -0.161
C -1.022 -1.906 -2.791 0.15 -0.19 0.16 -0.158
C -0.868 -3.212 -3.221 -0.02 0.05 0.02 -0.088
C -0.276 -4.153 -2.380 -0.02 -0.01 -0.07 -0.025
C 0.152 -3.751 -1.131 -0.02 -0.13 0.02 -0.227
O 0.757 -4.571 -0.225 0.14 -0.26 0.01 -0.098
C 1.106 -5.883 -0.652 -0.06 0.14 0.03 -0.056
N -0.199 0.001 0.982 -0.25 0.28 -0.10 0.094
C -0.329 1.077 1.876 0.02 -0.26 0.23 -0.227
C -0.844 0.983 3.168 -0.05 -0.03 0.06 -0.033
C -0.962 2.108 3.976 0.02 -0.01 -0.07 -0.071
C -0.586 3.351 3.487 -0.02 -0.05 -0.01 -0.072
C -0.131 3.470 2.179 -0.06 0.08 0.03 -0.018
C -0.021 2.340 1.388 0.09 0.35 -0.07 -0.232
O 0.288 2.367 0.048 0.13 0.21 -0.34 -0.177
C 1.260 3.296 -0.444 -0.04 -0.11 0.07 -0.035
H 4.644 -1.095 0.481 0.02 -0.03 -0.01 0.094
H 3.957 -0.661 2.060 0.00 0.00 0.04 0.105
H 2.929 -0.637 0.607 -0.04 0.04 -0.02 0.067
H 4.174 -4.627 2.451 -0.07 0.04 0.05 0.127
H 3.225 -5.573 4.542 -0.02 0.05 -0.02 0.111
H 1.381 -4.369 5.708 0.02 0.01 -0.04 0.109
H 0.456 -2.310 4.703 0.03 -0.02 -0.02 0.117
H 1.009 -0.388 3.160 0.06 0.06 0.03 0.125
H 0.999 -2.966 0.980 0.04 -0.06 0.00 0.123
H -1.473 -1.200 -3.483 0.00 0.00 0.01 0.076
H -1.203 -3.517 -4.207 0.02 0.03 0.06 0.104
H -0.159 -5.178 -2.703 0.01 0.04 0.00 0.104
H 1.668 -6.332 0.161 0.01 0.02 0.05 0.093
H 1.725 -5.846 -1.549 0.02 0.00 -0.01 0.099
H 0.215 -6.482 -0.847 -0.03 0.00 -0.01 0.097
H -1.171 0.013 3.530 0.02 0.06 0.01 0.122
H -1.355 2.012 4.980 0.01 0.00 -0.04 0.109
H -0.670 4.235 4.107 0.00 -0.04 -0.02 0.111
H 0.109 4.449 1.785 -0.01 -0.02 0.00 0.115
H 0.929 3.641 -1.420 -0.03 -0.04 -0.03 0.099
H 2.217 2.789 -0.546 0.04 -0.02 0.02 0.082
H 1.372 4.146 0.222 -0.02 0.05 0.04 0.088
C 3.685 0.942 -2.393 0.10 0.26 0.04 -0.248
S 2.213 0.012 -2.747 -0.26 -0.70 0.29 0.896
C 2.188 0.279 -4.499 -0.11 0.05 -0.24 -0.236
O 1.078 0.844 -2.196 0.13 0.65 -0.10 -0.578
H 4.542 0.434 -2.841 -0.09 0.05 0.06 0.071
H 3.793 0.966 -1.309 0.06 0.02 -0.05 0.042
H 3.568 1.951 -2.794 0.10 -0.06 0.07 0.070
H 3.123 -0.088 -4.930 -0.10 0.03 0.03 0.070
H 2.061 1.349 -4.676 0.03 -0.07 -0.07 0.070
H 1.348 -0.285 -4.901 0.03 0.05 -0.01 0.060

---

Record 2
84
Properties=species:S:1:pos:R:3:forces:R:3:lowdin_charge:R:1 method="wB97M-V/def2-TZVPD" homo_lumo_gap_ev=10.03 lumo_ev=0.235 smiles=CC(C)O.CC(C)O.CC(C)O.CC(C)O.CO.CO.CO.CO.CO.CO spin_multiplicity=1 de_lowest_kj_mol=481.4
C 0.794 -0.832 -0.101 0.23 -0.27 -0.49 -0.032
C 0.184 0.548 -0.268 -0.52 -0.45 -0.60 -0.439
C -0.976 0.651 -1.315 1.09 -0.08 -0.02 -0.017
O -0.286 0.909 1.007 -0.23 0.62 0.35 -0.073
H 0.154 -1.589 0.352 -0.59 0.22 -0.18 0.058
H 1.615 -0.764 0.613 0.35 0.06 -0.34 0.074
H 1.098 -1.207 -1.078 0.41 -0.17 0.09 0.088
H 0.995 1.237 -0.499 -0.14 0.13 -0.23 0.104
H -0.613 0.538 -2.337 0.31 -0.21 -0.05 0.081
H -1.431 1.642 -1.325 -0.15 -0.09 0.46 0.055
H -1.710 -0.143 -1.173 -0.13 0.16 0.26 0.049
H -0.960 0.244 1.164 -0.20 -0.18 0.51 0.032
C 0.570 -3.253 3.314 -0.18 0.75 -0.25 -0.040
C -0.223 -4.120 2.346 0.00 -0.87 0.21 -0.504
C 0.530 -5.321 1.815 0.88 0.27 -0.48 -0.058
O -1.418 -4.638 2.918 -0.55 0.27 0.46 -0.061
H 1.408 -2.816 2.772 -0.06 0.29 -0.06 0.061
H 1.011 -3.642 4.232 -0.23 -0.94 -0.19 0.084
H -0.121 -2.487 3.666 0.16 0.37 -0.15 0.075
H -0.609 -3.502 1.535 0.33 0.21 -0.12 0.102
H 1.365 -5.054 1.166 0.09 0.26 0.00 0.080
H -0.103 -5.980 1.223 -0.13 -0.03 0.28 0.076
H 0.990 -5.832 2.661 -0.16 -0.35 0.05 0.085
H -1.154 -5.358 3.496 -0.13 -0.13 0.18 0.084
C -1.405 -4.448 -1.219 0.72 1.43 0.37 -0.035
C -2.200 -3.179 -1.629 1.64 -0.79 -0.87 -0.511
C -1.947 -2.735 -3.106 0.05 0.30 1.18 -0.025
O -3.535 -3.354 -1.446 -3.17 -0.46 -0.46 -0.043
H -1.649 -4.717 -0.191 -0.17 -0.08 0.05 0.057
H -0.394 -4.043 -1.181 0.48 -0.48 0.07 0.072
H -1.395 -5.355 -1.822 -0.47 0.36 -0.37 0.085
H -1.971 -2.362 -0.946 1.13 0.17 -0.06 0.101
H -2.384 -1.743 -3.223 -0.34 -0.11 -0.25 0.061
H -2.341 -3.436 -3.842 -0.15 0.00 0.20 0.084
H -0.888 -2.579 -3.310 0.14 -0.28 0.19 0.073
H -3.749 -3.512 -0.524 0.16 -0.11 0.01 0.098
C 4.751 4.233 -1.593 -1.33 -0.73 1.26 -0.039
C 4.942 3.224 -0.425 0.19 -0.91 -1.90 -0.474
C 4.318 1.838 -0.711 -0.64 0.36 -0.34 -0.050
O 6.307 3.038 -0.177 1.05 0.02 1.24 -0.054
H 4.995 3.910 -2.605 0.53 -0.40 0.22 0.080
H 5.221 5.187 -1.356 -0.19 -0.03 -0.08 0.084
H 3.662 4.291 -1.588 -0.17 0.90 -0.32 0.054
H 4.452 3.582 0.480 0.38 0.41 0.06 0.129
H 4.556 1.484 -1.714 0.43 -0.11 0.01 0.079
H 3.229 1.860 -0.710 -0.24 0.30 0.13 0.047
H 4.586 1.093 0.038 0.34 0.15 -0.04 0.065
H 6.840 3.001 -0.974 -0.37 0.05 -0.21 0.091
C 4.298 -1.721 2.178 -0.50 0.45 0.45 -0.161
O 3.944 -3.066 1.861 0.68 0.39 0.17 -0.124
H 4.092 -1.060 1.337 -0.03 0.10 -0.02 0.056
H 3.716 -1.403 3.043 -0.36 -0.03 -0.17 0.076
H 5.322 -1.548 2.511 0.30 -0.49 -0.28 0.079
H 4.734 -3.419 1.444 -0.14 -0.41 -0.15 0.072
C -3.728 4.362 -1.480 -0.28 0.85 0.03 -0.157
O -3.128 5.635 -1.232 -0.18 -0.17 -0.02 -0.124
H -4.754 4.305 -1.116 -0.14 0.11 0.45 0.066
H -3.859 4.318 -2.561 0.58 -0.52 0.01 0.082
H -3.150 3.572 -1.001 0.07 -0.28 -0.52 0.063
H -2.849 5.675 -0.314 -0.01 -0.01 0.06 0.070
C -2.934 0.028 2.265 -0.32 1.48 1.58 -0.153
O -2.292 -0.900 1.475 -0.05 -1.34 -1.31 -0.130
H -3.986 -0.195 2.440 0.00 -0.03 -0.03 0.094
H -2.391 0.061 3.210 -0.35 0.19 0.44 0.092
H -2.853 1.030 1.845 -0.07 -0.06 -0.27 0.088
H -2.775 -1.721 1.596 0.41 -0.31 -0.19 0.099
C -5.208 -0.715 -1.984 -0.43 -0.71 -1.09 -0.160
O -6.110 0.170 -2.668 0.52 -0.04 0.66 -0.117
H -4.237 -0.291 -1.730 -0.08 0.32 0.09 0.064
H -5.659 -1.218 -1.129 -0.09 0.32 0.29 0.073
H -5.034 -1.518 -2.699 0.19 0.04 0.07 0.069
H -6.247 0.933 -2.103 -0.11 0.12 -0.03 0.064
C 0.420 4.042 -1.571 0.66 -0.33 0.17 -0.151
O 1.209 4.809 -2.466 -0.02 0.42 -0.05 -0.118
H 1.048 3.363 -0.994 0.15 -0.13 0.09 0.047
H -0.015 4.696 -0.816 -0.25 0.02 -0.44 0.080
H -0.298 3.425 -2.111 -0.38 0.23 0.08 0.069
H 1.785 4.233 -2.973 -0.11 -0.10 0.02 0.064
C 1.237 3.395 2.433 -0.65 0.19 -0.24 -0.133
O 0.112 3.554 1.545 0.89 0.41 0.80 -0.149
H 0.965 2.652 3.182 0.30 -0.10 0.16 0.076
H 2.101 3.061 1.859 0.26 -0.05 0.12 0.063
H 1.476 4.324 2.950 -0.13 0.08 -0.22 0.076
H -0.064 2.627 1.367 -0.77 -0.40 -0.50 0.003

---

Record 3
7
Properties=species:S:1:pos:R:3:forces:R:3:lowdin_charge:R:1 method="wB97M-V/def2-TZVPD" homo_lumo_gap_ev="7.67 / 7.67" lumo_ev="-2.181 / -2.181" spin_multiplicity=1 de_lowest_kj_mol=284.5
N -0.173 -0.719 1.672 -4.43 -4.13 -3.66 -0.198
P -0.577 -0.639 0.177 -0.84 1.89 1.09 -0.052
S 0.724 0.106 -1.294 -1.98 1.64 -0.26 0.378
Cl -1.522 -2.233 -0.412 -0.24 -0.26 -0.17 0.353
Cl -2.809 1.153 -0.218 1.94 -1.38 0.12 -0.320
H 0.457 -0.124 1.962 4.17 4.16 2.08 -0.084
H -0.213 1.184 -1.699 1.38 -1.92 0.80 -0.078

---

Record 4
16
Properties=species:S:1:pos:R:3:forces:R:3:lowdin_charge:R:1 method="wB97M-V/def2-TZVPD" homo_lumo_gap_ev=6.54 lumo_ev=-1.006 spin_multiplicity=1 de_lowest_kj_mol=732.6
C -0.768 -1.292 1.209 0.55 0.05 0.76 -0.040
C 0.117 -0.232 0.609 0.09 -0.45 1.16 -0.269
C -1.400 0.253 -1.149 1.23 -0.03 -0.92 -0.150
N -2.040 0.995 -0.176 -0.84 0.11 0.99 0.007
C -0.738 1.002 0.131 -2.02 0.61 -0.95 -0.282
C 1.393 -0.016 0.664 -0.45 -0.59 -0.21 0.012
C 2.218 0.440 -0.432 0.75 0.02 0.27 -0.094
H -0.339 -2.283 1.143 -0.10 -0.26 -0.53 0.081
H -0.784 -1.116 2.287 -0.06 0.29 0.03 0.096
H -1.787 -1.203 0.860 -0.11 -0.11 -0.19 0.071
H -1.063 0.706 -2.088 -0.51 0.04 -0.06 0.086
H -1.590 -0.825 -1.239 0.57 0.01 0.24 0.095
H -0.459 2.001 0.440 1.37 -0.06 -0.15 0.137
H 2.622 -0.418 -0.973 -0.18 -0.19 -0.12 0.097
H 3.085 1.041 -0.171 -0.12 0.19 0.12 0.072
H 1.534 0.948 -1.117 -0.14 0.38 -0.42 0.082

---

E_tot (computed, a.u.): -3447.6962 -1471.6277 -1715.8455 -288.5030